Entry w
Computed, not measured: C6H15NO in the gas phase, with wB97M-V/def2-TZVPD.

```
23
Properties=species:S:1:pos:R:3
C 0.6287 -1.7567 -1.8128
C 1.8932 -0.9994 -1.4835
N 1.9799 -0.3907 -0.1531
C 0.9727 0.6510 0.0925
C 0.0291 0.3707 1.2547
C -1.4350 0.3697 0.8485
C -1.9327 1.7788 0.6353
O -2.2506 -0.2790 1.8619
H 0.5244 -2.6848 -1.2565
H -0.2820 -1.2021 -1.5820
H 0.5555 -1.9877 -2.8708
H 2.1346 -0.2237 -2.2015
H 2.7497 -1.6743 -1.6063
H 1.9276 -1.1264 0.5408
H 1.5210 1.5681 0.2781
H 0.4152 0.8626 -0.8185
H 0.0732 1.1053 2.0711
H 0.2607 -0.5774 1.7626
H -1.6554 -0.2531 -0.0178
H -1.3679 2.2842 -0.1469
H -1.8517 2.3871 1.5408
H -2.9815 1.8245 0.3333
H -1.9085 -0.0466 2.7299
```

Calculated values
SMILES	CCNCC[C@H](C)O
HOMO-LUMO gap	9.764	eV
LUMO level	1.03	eV
E_HOMO	-8.731	eV

***

Entry x
Computed, not measured: 2 unconnected molecules or ions with the total composition C6H15NO, with wB97M-V/def2-TZVPD.

```
23
Properties=species:S:1:pos:R:3
C -0.9563 -3.4702 0.3630
C -1.4554 -2.3138 -0.1777
C -0.4878 -1.2902 -0.7171
C -0.9202 0.1121 -0.4498
C -0.8170 0.2936 1.1788
C 0.4032 0.8657 1.5852
N 1.5030 -0.0539 1.9946
H -1.5662 -4.1607 0.9141
H 0.0492 -3.8186 0.2758
H -2.4657 -2.0413 -0.4617
H 0.5529 -1.4483 -0.3096
H -0.2895 -1.3880 -1.9146
H -1.9267 0.3386 -0.7868
H -0.3296 0.8873 -0.9703
H -1.6689 0.9509 1.2061
H -1.1884 -0.6291 1.5548
H 0.7291 1.6819 0.9831
H 0.2819 1.5508 2.5585
H 1.2739 -1.0612 1.8701
H 2.4165 0.1880 1.6365
O 2.4473 4.8202 -3.1024
H 2.7804 5.3684 -3.7153
H 1.6343 4.6177 -3.5154
```

Calculated values
SMILES	C=CCCCCN.O
HOMO-LUMO gap	9.257	eV
LUMO level	0.83	eV
E_HOMO	-8.429	eV

***

entry w ends up most stable, edging out the next structure by 222.0 kJ/mol.

***

Entry w
Computed, not measured: a molecular structure, H12LiO6, with wB97M-V/def2-TZVPD.

```
19
Properties=species:S:1:pos:R:3
Li -0.3214 0.1353 0.0218
O 1.3406 -2.1187 0.0688
H 1.5276 -3.0407 0.3288
H 1.8796 -1.6907 0.6918
O -0.7194 -1.0627 1.4988
H -0.3454 -1.8767 1.2558
H -0.3314 -1.0057 2.3998
O 0.2656 -0.5807 -1.8012
H 0.8336 -1.2547 -1.3822
H 0.7836 -0.2767 -2.5242
O -0.5794 2.2643 -0.6802
H -0.8224 2.6103 0.2148
H -0.1004 2.9633 -1.1632
O 1.3926 1.0893 1.0328
H 1.8616 1.6623 1.6578
H 1.5846 1.4593 0.1528
O -2.5064 0.0683 -0.3612
H -2.7264 -0.2037 -1.2192
H -3.0174 0.8593 -0.1932
```

Calculated values
net charge	+1
HOMO-LUMO gap	11.864	eV
LUMO level	-3.32	eV
E_HOMO	-15.189	eV

***

Entry x
Computed, not measured: a molecular structure, H12LiO6, with wB97M-V/def2-TZVPD.

```
19
Properties=species:S:1:pos:R:3
Li -0.1366 -0.3635 0.0911
O 1.7900 -1.2644 0.0288
H 2.2003 -1.5642 -0.7154
H 1.6289 -2.0343 0.6183
O 0.3719 3.0314 -0.2626
H 0.2867 2.4853 0.6370
H 0.6051 3.9381 -0.0320
O -0.9702 -2.2183 0.9281
H -1.8858 -2.2070 1.1218
H -0.6907 -3.0819 1.1409
O 0.1509 -0.3032 -2.1929
H -0.4752 0.1676 -2.8598
H 0.6641 -0.8105 -2.6469
O -2.1626 0.3911 -0.2596
H -2.5312 1.4056 -0.5202
H -2.7357 -0.2472 0.0452
O 0.8927 0.8651 1.4407
H 1.8198 0.7768 1.0799
H 1.1775 1.0336 2.3579
```

Calculated values
net charge	+1
HOMO-LUMO gap	10.671	eV
LUMO level	-3.30	eV
E_HOMO	-13.972	eV

***

entry w ends up most stable, edging out the next structure by 131.9 kJ/mol.

***

Entry w
Computed, not measured: 2 unconnected molecules or ions with the total composition C7H13N4, with wB97M-V/def2-TZVPD.

```
24
Properties=species:S:1:pos:R:3
C 2.0440 0.6222 0.9211
C 2.1188 -0.5062 -0.0370
C -1.7384 -0.4320 1.0273
C -1.4424 -1.6418 0.0843
C -1.4037 0.8769 0.4120
C 0.5427 -0.4232 -0.4916
C 0.0749 1.8855 -1.0383
N 0.9508 1.2475 1.0727
N 3.0224 -1.3709 -0.0735
N -0.0485 -1.6229 -0.2298
N -0.0032 0.8785 0.0082
H 2.9089 1.0662 1.4221
H -2.8631 -0.5370 1.2259
H -1.2298 -0.6969 1.9333
H -1.6302 -2.5591 0.6041
H -2.0466 -1.5375 -0.8434
H -2.0473 0.9197 -0.5322
H -1.8175 1.6793 1.0229
H 0.6692 -0.1695 -2.2086
H -0.5262 1.5663 -1.8590
H -0.3865 2.8185 -0.8246
H 1.1499 2.1391 -1.1417
H 3.2432 -1.9814 -0.8503
H 0.4587 -2.2215 0.3963
```

Calculated values
net charge	+1
HOMO-LUMO gap	8.217	eV
LUMO level	-4.79	eV
E_HOMO	-13.011	eV

***

Entry x
Computed, not measured: 2 unconnected molecules or ions with the total composition C7H13N4, with wB97M-V/def2-TZVPD.

```
24
Properties=species:S:1:pos:R:3
C -1.7608 -2.1797 -0.5907
C -2.3807 -0.9832 -0.4366
C 0.9200 -0.7597 -0.3119
C -3.9401 0.8014 0.7549
C -3.6583 1.3297 -0.5570
C -2.9812 0.1030 -0.1361
C 1.6842 -3.0112 0.2879
N -0.5291 -2.6872 -0.3637
N 0.6295 -2.1070 -0.0494
N 1.7415 -0.1178 0.4314
N 2.7729 2.2667 -0.6367
H -2.4931 -3.0425 -0.9901
H -3.5528 1.1213 1.6102
H -4.7934 0.2252 1.0363
H -4.5357 1.2124 -1.3502
H -3.0067 2.1809 -0.6310
H 1.9040 -3.6383 -0.7218
H 2.5597 -2.5129 0.6981
H 1.2056 -3.6110 1.0023
H 2.1784 -0.3292 1.2643
H 1.9377 0.9139 -0.0844
H 2.8910 2.7650 0.2053
H 2.4209 2.8445 -1.3855
H 3.4857 1.6165 -0.8808
```

Calculated values
net charge	+1
HOMO-LUMO gap	6.797	eV
LUMO level	-5.19	eV
E_HOMO	-11.985	eV

***

Entry y
Computed, not measured: 2 unconnected molecules or ions with the total composition C7H13N4, with wB97M-V/def2-TZVPD.

```
24
Properties=species:S:1:pos:R:3
C 0.2723 2.6801 2.9533
C 0.4891 1.1536 1.5210
C -1.5566 -2.9440 -1.1136
C -1.4277 -1.4446 -1.2750
C 1.6912 -0.0608 -1.7770
C -1.6294 -0.4726 -0.3375
C 0.7909 0.2369 0.4820
N 0.6741 2.5044 1.6642
N -0.0472 1.5754 3.5782
N 0.0421 0.6458 2.6876
N 1.2106 0.6307 -0.6633
H 0.1789 3.6336 3.3931
H -1.9579 -3.3160 -0.1961
H -0.4913 -3.3070 -1.1366
H -1.2107 -1.2061 -2.2405
H 0.8129 -0.7961 -2.0547
H 1.9512 0.6067 -2.6683
H 2.5751 -0.7372 -1.5676
H -1.4712 0.5704 -0.6440
H -1.7684 -0.8216 0.7064
H 0.7299 -0.7714 0.6715
H -1.9890 -3.2209 -2.1725
H 0.9458 3.2394 0.9993
H 1.1855 1.6215 -0.8098
```

Calculated values
net charge	+1
HOMO-LUMO gap	7.967	eV
LUMO level	-5.08	eV
E_HOMO	-13.042	eV

***

entry y ends up most stable, edging out the next structure by 257.1 kJ/mol.

***

Entry w
Computed, not measured: C4H8S in the gas phase, with wB97M-V/def2-TZVPD.

```
13
Properties=species:S:1:pos:R:3
C 0.4104 0.8034 2.2065
S 0.5846 1.2661 0.5148
C -0.3070 0.3094 -0.4658
C -0.2408 -0.0583 -2.0392
C 0.0131 -1.1786 -1.0635
H -0.7161 0.4909 2.5701
H 1.0030 1.1421 2.8496
H 0.9177 -0.1785 2.2042
H -1.3367 0.1736 0.0755
H 0.7911 0.2862 -2.4771
H -1.0416 0.3439 -2.5954
H -0.9915 -1.6533 -0.9183
H 0.9136 -1.7468 -0.8614
```

Calculated values
SMILES	CSC1CC1
HOMO-LUMO gap	8.856	eV
LUMO level	1.09	eV
E_HOMO	-7.769	eV

***

Entry x
Computed, not measured: C4H8S in the gas phase, with wB97M-V/def2-TZVPD.

```
13
Properties=species:S:1:pos:R:3
C -1.6898 -0.6447 0.8485
C -0.3333 -0.7770 0.0434
S -0.4002 -0.4368 -1.7400
C 0.3110 0.5685 -0.3691
C 1.8140 0.8006 -0.3410
H -2.1560 0.2271 0.3936
H -1.6967 -0.6190 1.9436
H -2.2603 -1.4758 0.5891
H 0.2413 -1.6374 0.2774
H -0.3239 1.4402 -0.4286
H 2.0756 0.6535 -1.4325
H 2.3609 -0.0216 0.3203
H 2.0573 1.9225 -0.1047
```

Calculated values
SMILES	C[C@H]1S[C@@H]1C
HOMO-LUMO gap	9.730	eV
LUMO level	1.07	eV
E_HOMO	-8.657	eV

***

entry x ends up most stable, edging out the next structure by 256.8 kJ/mol.